Molecular formula: C34H23Cl8N3O3Ta
Method: DFT, ωB97M-V with the def2-TZVPD basis set

Element x y z (Å)
Ta1 0.0314 1.4920 0.7771
O1 -0.1750 2.9340 -0.7569
C1 0.4623 2.9380 -1.9032
C2 1.6562 3.6228 -2.1333
C3 2.2633 3.5532 -3.3725
C4 1.7098 2.8032 -4.4111
C5 0.5555 2.0778 -4.1774
C6 -0.0671 2.1035 -2.9310
C7 -1.0447 1.0424 -2.6413
N1 -1.4471 0.6634 -1.4697
N2 -2.1133 -0.5771 -1.5376
C8 -2.1134 -1.4196 -0.5827
O2 -1.5869 -1.1914 0.6903
C9 -2.8354 -2.7006 -0.7519
C10 -3.5411 -3.2485 0.3151
C11 -4.2771 -4.4096 0.1352
C12 -4.2947 -5.0371 -1.1028
C13 -3.5775 -4.4987 -2.1637
C14 -2.8529 -3.3300 -1.9924
H1 2.0849 4.1878 -1.3149
H2 3.1975 4.0781 -3.5344
H3 2.1982 2.7583 -5.3755
H4 0.1510 1.4333 -4.9511
H5 -1.3152 0.4064 -3.4854
H6 -3.5226 -2.7508 1.2764
H7 -4.8444 -4.8209 0.9603
H8 -4.8692 -5.9442 -1.2423
H9 -3.5833 -4.9923 -3.1272
H10 -2.2915 -2.8884 -2.8051
Cl1 -3.0909 1.7133 0.8780
C15 -2.3962 3.1540 1.5782
C16 -1.0199 3.1724 1.7272
C17 -0.4107 4.3467 2.1476
Cl2 1.3403 4.4104 2.1850
C18 -1.1678 5.4668 2.4739
Cl3 -0.4078 6.9190 3.0104
C19 -2.5575 5.4138 2.3400
Cl4 -3.5107 6.7984 2.7344
C20 -3.1829 4.2612 1.8681
Cl5 -4.8917 4.2175 1.6359
Cl6 1.9557 -0.9268 4.2678
C21 1.1160 -1.7768 3.0077
C22 1.5539 -3.0509 2.6605
C23 0.9101 -3.7712 1.6711
C24 -0.1793 -3.2318 0.9928
C25 -0.5743 -1.9557 1.3414
C26 0.0293 -1.1798 2.3808
C27 -0.5498 0.1843 2.6149
H11 2.4104 -3.4674 3.1727
H12 1.2658 -4.7569 1.4037
H13 -0.6717 -3.7729 0.1974
H14 -0.2303 -0.7091 -0.5427
H15 -0.1792 0.5883 3.5542
H16 -1.6311 0.0395 2.6642
C28 1.1127 -1.5501 -1.9349
O3 1.1176 0.8377 -1.1705
H17 0.7851 -1.6630 0.0436
H18 1.4218 -1.0958 -2.7905
H19 0.7924 -2.5107 -2.3227
H20 0.7466 -0.3027 0.6992
Cl7 1.1080 -0.5226 -0.5903
C29 2.6472 -0.5974 0.1306
C30 3.6841 -1.4438 -0.1693
C31 4.9318 -1.3074 0.4306
C32 5.1607 -0.2826 1.3278
C33 4.1332 0.6008 1.6366
Cl8 4.4476 1.8796 2.7795
C34 2.8549 0.4895 1.1100
N3 1.8105 1.4150 1.4576
H21 3.5019 -2.1851 -0.9394
H22 5.7287 -1.9850 0.1536
H23 6.1277 -0.1478 1.7928

Computed properties:
Charge: -1
Frontier orbital gap (eV): 5.98
E_tot (Eh): -5437.4058
LUMO level (Eh): 0.0818
Maximum force (eV/A): 10.99

These are the Mulliken partial charges, in e, on atoms 1 to 2: atom 1 (Ta): 1.43, atom 2 (O): -0.42



Molecular formula: C34H23N4O4RuS
Method: DFT, ωB97M-V with the def2-TZVPD basis set

Element x y z (Å)
Ru1 -0.9522 -1.1413 1.3754
O1 -4.6206 -1.2885 -0.6712
C1 -3.5554 -1.1120 0.1041
O2 -2.4603 -1.6174 -0.1835
C2 -3.6717 -0.2412 1.2716
C3 -4.5282 0.7954 1.4057
C4 -4.1000 1.9219 2.2333
C5 -2.8329 2.0058 2.6681
C6 -1.8906 0.8658 2.4471
N1 -2.5799 -0.3869 2.1115
C7 -0.8611 0.5060 3.5382
O3 -0.6964 1.1543 4.5427
O4 -0.2064 -0.5737 3.1809
H1 -4.3448 -1.8307 -1.4268
H2 -5.4650 0.8251 0.8685
H3 -4.7778 2.7544 2.3665
H4 -2.4321 2.9113 3.1040
N2 2.8303 -3.0389 0.9726
C8 3.8996 -2.1529 0.7058
C9 5.1525 -2.6588 0.4150
C10 6.2144 -1.7883 0.1979
C11 6.0097 -0.4214 0.2653
C12 4.7431 0.0812 0.5407
C13 3.6822 -0.7792 0.7666
S1 2.1103 -0.1415 1.2545
N3 1.0908 -1.4636 0.7943
C14 1.5289 -2.6692 0.9784
C15 0.5111 -3.7276 1.2464
C16 0.7568 -5.0896 1.1686
C17 -0.2754 -5.9737 1.4384
C18 -1.5170 -5.4648 1.7801
C19 -1.6882 -4.0915 1.8298
N4 -0.6989 -3.2381 1.5712
H5 3.0620 -4.0058 1.1107
H6 5.3045 -3.7308 0.3683
H7 7.1955 -2.1855 -0.0230
H8 6.8333 0.2608 0.1049
H9 4.5757 1.1488 0.5945
H10 1.7274 -5.4675 0.8804
H11 -0.1112 -7.0405 1.3788
H12 -2.3453 -6.1167 2.0180
H13 -2.6361 -3.6408 2.0951
C20 -1.0475 0.9883 1.1800
C21 -0.7588 1.5715 0.0885
C22 -0.5039 2.1725 -1.0699
C23 -1.6041 2.3228 -2.0593
C24 -2.5938 1.3550 -2.1986
C25 -3.6687 1.5374 -3.0535
C26 -3.7786 2.7042 -3.7974
C27 -2.7900 3.6732 -3.6811
C28 -1.7143 3.4829 -2.8289
C29 0.8443 2.6881 -1.4110
C30 1.6753 3.2594 -0.4484
C31 2.9585 3.6727 -0.7700
C32 3.4394 3.5343 -2.0650
C33 2.6111 2.9948 -3.0392
C34 1.3287 2.5812 -2.7165
H14 -2.4997 0.4434 -1.6285
H15 -4.4205 0.7626 -3.1418
H16 -4.6233 2.8584 -4.4557
H17 -2.8606 4.5898 -4.2533
H18 -0.9600 4.2542 -2.7358
H19 1.2901 3.3998 0.5536
H20 3.5871 4.1159 -0.0076
H21 4.4465 3.8444 -2.3119
H22 2.9653 2.8947 -4.0575
H23 0.6968 2.1464 -3.4808

Computed properties:
Frontier orbital gap (spin up / spin down) (eV): 5.69 / 5.61
E_tot (Eh): -2322.4318
LUMO level (spin up / spin down) (Eh): -0.0367 / -0.0383
Maximum force (eV/A): 2.05
Multiplicity: 2

These are the natural (NBO) partial charges, in e, on atoms 1 to 2: atom 1 (Ru): 0.93, atom 2 (O): -0.64



Molecular formula: C34H24Cl5I2N2OSbTi
Method: DFT, ωB97M-V with the def2-TZVPD basis set

Element x y z (Å)
Ti1 -0.5251 -0.4679 -0.4425
I1 0.4996 -2.7349 0.5810
C1 -2.1122 -1.5781 -1.1685
I2 -3.7536 -0.2836 -1.6244
H1 -2.4855 -2.2670 -0.4197
H2 -1.8490 -2.1078 -2.0793
Cl1 -1.2351 -0.6679 -4.1288
C2 0.4284 -0.6793 -3.6433
C3 0.7537 -0.5234 -2.2961
C4 2.1128 -0.3830 -2.0368
Cl2 2.5827 -0.0102 -0.4065
C5 3.1097 -0.4832 -2.9994
Cl3 4.7681 -0.3204 -2.5782
C6 2.7396 -0.7117 -4.3199
Cl4 3.9396 -0.8622 -5.5388
C7 1.3896 -0.7913 -4.6494
Cl5 0.9281 -1.0151 -6.2913
O1 -0.5378 1.3788 -0.3843
C8 -1.3315 2.3871 -0.0410
C9 -1.1411 3.6335 -0.6439
C10 -1.9126 4.7135 -0.2717
C11 -2.8880 4.5731 0.7110
C12 -3.0864 3.3454 1.3043
C13 -2.3186 2.2322 0.9454
C14 -2.5241 0.9365 1.5590
N1 -1.9467 -0.2154 1.2281
C15 -2.4713 -1.1917 2.0504
C16 -3.3733 -0.6294 2.8833
N2 -3.3921 0.7065 2.5665
H3 -0.3738 3.7178 -1.4025
H4 -1.7589 5.6736 -0.7485
H5 -3.4954 5.4195 1.0028
H6 -3.8641 3.2550 2.0535
H7 -2.1427 -2.2142 1.9873
H8 -3.9669 -1.0415 3.6796
H9 -3.9322 1.4093 3.0399
C17 -1.9801 -0.9568 6.3396
C18 -1.9696 0.3836 5.9794
C19 -1.0946 0.8366 4.9981
C20 -0.2150 -0.0446 4.3720
C21 -0.2372 -1.3892 4.7370
C22 -1.1113 -1.8434 5.7164
Sb1 1.0259 0.6218 2.7482
C23 2.9202 -0.0808 3.4592
C24 3.2015 -1.4449 3.3950
C25 4.4481 -1.9266 3.7729
C26 5.4320 -1.0469 4.2038
C27 5.1661 0.3139 4.2529
C28 3.9167 0.7967 3.8808
C29 1.1690 2.6655 3.3747
C30 0.9916 3.6512 2.4059
C31 1.0345 4.9977 2.7501
C32 1.2593 5.3680 4.0677
C33 1.4434 4.3928 5.0408
C34 1.3972 3.0489 4.6962
H10 -2.6563 -1.3087 7.1092
H11 -2.6358 1.0836 6.4710
H12 -1.0920 1.8882 4.7336
H13 0.4361 -2.0957 4.2645
H14 -1.1087 -2.8901 5.9959
H15 2.4555 -2.1432 3.0316
H16 4.6522 -2.9891 3.7191
H17 6.4067 -1.4211 4.4911
H18 5.9329 1.0065 4.5784
H19 3.7264 1.8620 3.9228
H20 0.8153 3.3720 1.3737
H21 0.8903 5.7533 1.9871
H22 1.2947 6.4159 4.3396
H23 1.6232 4.6800 6.0699
H24 1.5375 2.2938 5.4621

Computed properties:
Frontier orbital gap (eV): 7.25
E_tot (Eh): -5480.9309
LUMO level (Eh): -0.0332
Maximum force (eV/A): 0.54

These are the natural (NBO) partial charges, in e, on atoms 1 to 2: atom 1 (Ti): 1.49, atom 2 (I): -0.30



Molecular formula: C34H24MgN3O2P
Method: DFT, ωB97M-V with the def2-TZVPD basis set

Element x y z (Å)
Mg1 -0.8852 0.3654 -0.2095
O1 -7.0036 3.5144 -1.1040
C1 -5.9264 4.0385 -1.4729
O2 -5.6899 5.1084 -2.0933
C2 -4.6496 3.2083 -1.1656
C3 -3.3705 3.6819 -1.4178
C4 -2.2891 2.8957 -1.0244
N1 -2.4053 1.7386 -0.3894
C5 -3.6172 1.3291 -0.0788
C6 -4.8077 2.0177 -0.4190
C7 -3.7219 0.0073 0.6658
C8 -4.8922 -0.3983 1.3018
C9 -4.8940 -1.4904 2.1745
C10 -3.7250 -2.2184 2.2639
C11 -2.6025 -1.7820 1.5318
N2 -2.6074 -0.6471 0.7851
C12 -0.8962 3.4215 -1.1486
C13 -0.5869 4.6975 -1.4865
C14 0.6847 5.1431 -1.7900
C15 1.6680 4.2208 -1.5677
C16 1.2964 2.8819 -1.2819
N3 0.0716 2.4682 -1.0687
H1 -3.3828 4.5811 -1.9562
H2 -5.7587 1.7443 -0.0640
H3 -5.7996 0.1845 1.2598
H4 -5.7904 -1.6523 2.7424
H5 -3.7377 -3.1988 2.8074
H6 -1.6865 -2.3516 1.6592
H7 -1.3704 5.4482 -1.5516
H8 0.8682 6.1798 -1.8262
H9 2.7477 4.3826 -1.5865
H10 2.1566 2.2083 -1.2144
C17 2.5508 -4.2061 3.6525
C18 1.2640 -3.7061 3.3146
C19 1.0033 -2.7715 2.3669
C20 2.0730 -1.9876 1.9017
C21 3.3524 -2.2869 2.2777
C22 3.5900 -3.4574 3.0787
P1 1.6281 -0.7461 0.6810
C23 3.2440 -0.1949 0.0298
C24 3.8780 0.8182 0.7252
C25 5.0864 1.3373 0.2977
C26 5.7019 0.8310 -0.8506
C27 5.1561 -0.2301 -1.5276
C28 3.9123 -0.7780 -1.0538
C29 1.0324 -1.8826 -0.6989
C30 1.6107 -3.1195 -1.0880
C31 0.9710 -3.8021 -2.1134
C32 -0.2493 -3.3427 -2.5498
C33 -0.8025 -2.1426 -2.1621
C34 -0.1530 -1.2827 -1.2719
H11 2.6227 -5.0743 4.2939
H12 0.4076 -4.2115 3.7806
H13 0.0276 -2.5018 2.0043
H14 4.1749 -1.7292 1.9948
H15 4.5692 -3.8438 3.3121
H16 3.4234 1.3664 1.5049
H17 5.5011 2.1648 0.8138
H18 6.6753 1.3097 -1.1299
H19 5.6004 -0.6994 -2.4002
H20 3.3954 -1.5462 -1.5855
H21 2.5591 -3.4196 -0.6181
H22 1.4208 -4.7338 -2.5457
H23 -0.8814 -3.9803 -3.1599
H24 -1.7420 -1.8790 -2.5493

Computed properties:
Frontier orbital gap (eV): 7.01
E_tot (Eh): -2166.2486
LUMO level (Eh): -0.0316
Maximum force (eV/A): 3.39

These are the natural (NBO) partial charges, in e, on atoms 1 to 2: atom 1 (Mg): 1.69, atom 2 (O): -0.72



Molecular formula: C34H25IN6O2SZr
Method: DFT, ωB97M-V with the def2-TZVPD basis set

Element x y z (Å)
Zr1 0.0237 -0.9785 -1.0145
C1 -2.0212 4.1150 -0.5424
C2 -0.9533 4.0784 0.3406
C3 -0.0270 3.0509 0.2865
C4 -0.1380 2.0533 -0.6944
C5 -1.2580 2.0638 -1.5433
C6 -2.1788 3.0929 -1.4676
N1 0.7794 0.9992 -0.8328
C7 2.1031 1.1250 -0.6083
C8 2.8431 2.3289 -0.5000
C9 4.1815 2.2967 -0.2111
C10 4.8805 1.0799 -0.0473
C11 4.2370 -0.1103 -0.2290
C12 2.8437 -0.1203 -0.4939
N2 2.0707 -1.2192 -0.5739
N3 2.5635 -2.4242 -0.4346
C13 1.6224 -3.4041 -0.3850
C14 2.0263 -4.7509 -0.3753
C15 1.0596 -5.7344 -0.3549
C16 -0.2843 -5.3620 -0.2868
C17 -0.6142 -4.0199 -0.2619
N4 0.3032 -3.0426 -0.3275
H1 -2.7146 4.9407 -0.5296
H2 -0.8307 4.8726 1.0608
H3 0.7721 2.9986 1.0130
H4 -1.3565 1.3077 -2.3185
H5 -3.0111 3.1116 -2.1531
H6 2.3472 3.2687 -0.6896
H7 4.7254 3.2253 -0.1252
H8 5.9333 1.1074 0.1881
H9 4.7520 -1.0580 -0.1829
H10 3.0819 -4.9745 -0.4050
H11 1.3275 -6.7796 -0.3931
H12 -1.0666 -6.1024 -0.2549
H13 -1.6541 -3.7065 -0.2006
I1 5.4667 -3.4107 -3.4731
C18 3.4286 -2.9355 -3.6088
C19 3.0310 -1.5979 -3.5721
C20 1.6839 -1.2903 -3.4838
C21 0.7307 -2.3272 -3.4608
C22 1.1375 -3.6561 -3.5957
C23 2.4842 -3.9570 -3.6620
C24 -0.6573 -2.0227 -3.0102
O1 -1.4352 -2.8880 -2.6330
O2 -0.8624 -0.7634 -2.7009
H14 3.7716 -0.8092 -3.6019
H15 1.3549 -0.2450 -3.4959
H16 0.3840 -4.4325 -3.6173
H17 2.8016 -4.9855 -3.7314
S1 -4.5282 2.0700 2.3250
C25 -3.2882 1.0209 1.7522
C26 -3.5958 0.1362 0.6954
C27 -2.6135 -0.6554 0.1581
N5 -1.3245 -0.6332 0.5895
C28 -1.0330 0.1952 1.6152
C29 -1.9630 0.9999 2.2268
C30 -3.7645 2.8371 3.7718
C31 -3.9909 2.2745 5.0161
C32 -3.4123 2.9018 6.1169
N6 -2.6751 3.9861 6.0047
C33 -2.4798 4.5283 4.8220
C34 -3.0113 3.9936 3.6519
H18 -4.6063 0.0847 0.3215
H19 -2.8463 -1.3643 -0.6423
H20 0.0013 0.1902 1.9604
H21 -1.6748 1.6266 3.0567
H22 -4.6000 1.3927 5.1322
H23 -3.5523 2.5198 7.1186
H24 -1.8736 5.4229 4.8054
H25 -2.8561 4.4643 2.6963

Computed properties:
Charge: +2
Frontier orbital gap (spin up / spin down) (eV): 5.23 / 5.22
E_tot (Eh): -2532.1590
LUMO level (spin up / spin down) (Eh): -0.2972 / -0.2973
Maximum force (eV/A): 3.12

These are the natural (NBO) partial charges, in e, on atoms 1 to 2: atom 1 (Zr): 2.37, atom 2 (C): -0.20



Molecular formula: C34H26ClF5P2RuS2
Method: DFT, ωB97M-V with the def2-TZVPD basis set

Element x y z (Å)
Ru1 0.0399 0.4879 0.3210
S1 2.3914 -0.3347 0.3081
P1 1.6621 -0.3049 2.2264
C1 0.0573 -0.1608 2.6258
P2 -1.5136 -0.4958 2.1900
S2 -2.2199 -0.5739 0.2698
C2 -2.5170 0.7630 3.0752
C3 -3.1570 1.7927 2.4048
C4 -3.7985 2.8019 3.1135
C5 -3.8093 2.7821 4.4978
C6 -3.1643 1.7536 5.1782
C7 -2.5160 0.7591 4.4694
C8 -2.0689 -2.0722 2.9382
C9 -1.2126 -3.1650 2.8891
C10 -1.6322 -4.4075 3.3369
C11 -2.9144 -4.5678 3.8434
C12 -3.7755 -3.4808 3.8965
C13 -3.3556 -2.2403 3.4397
C14 2.3506 -1.7769 3.0941
C15 3.1896 -2.7028 2.4931
C16 3.5309 -3.8792 3.1512
C17 3.0328 -4.1381 4.4173
C18 2.2094 -3.2036 5.0378
C19 1.8684 -2.0375 4.3771
C20 2.5238 1.0870 3.0386
C21 1.8936 2.3218 3.1229
C22 2.5483 3.4029 3.6908
C23 3.8370 3.2583 4.1865
C24 4.4695 2.0252 4.1097
C25 3.8164 0.9468 3.5316
H1 -3.1451 1.8082 1.3207
H2 -4.2874 3.6040 2.5769
H3 -4.3106 3.5674 5.0496
H4 -3.1604 1.7348 6.2603
H5 -1.9904 -0.0265 5.0002
H6 -0.2086 -3.0410 2.5002
H7 -0.9580 -5.2518 3.2891
H8 -3.2424 -5.5385 4.1939
H9 -4.7770 -3.5990 4.2910
H10 -4.0333 -1.3962 3.4754
H11 3.5713 -2.5015 1.4986
H12 4.1822 -4.5963 2.6670
H13 3.2706 -5.0681 4.9170
H14 1.8196 -3.3934 6.0292
H15 1.1982 -1.3226 4.8401
H16 0.8815 2.4280 2.7425
H17 2.0464 4.3601 3.7473
H18 4.3468 4.1032 4.6310
H19 5.4717 1.9018 4.5008
H20 4.3201 -0.0105 3.4635
F1 -0.6909 3.6462 0.4978
C26 -0.1418 2.6521 -0.2840
F2 1.1906 3.0336 -0.5057
C27 -0.7500 2.8552 -1.6766
F3 -0.2050 2.0063 -2.5650
F4 -0.5728 4.1008 -2.1678
F5 -2.0768 2.6227 -1.6590
Cl1 -0.4037 -7.2752 1.1151
C28 -0.3423 -5.7429 0.2715
C29 -1.4417 -5.3335 -0.4720
C30 -1.3875 -4.1342 -1.1502
C31 -0.2345 -3.3211 -1.1077
C32 -0.1648 -2.0860 -1.7867
C33 0.8543 -3.7662 -0.3253
C34 0.8031 -4.9650 0.3580
H21 -2.3276 -5.9519 -0.5042
H22 -2.2470 -3.7970 -1.7142
H23 0.7564 -1.5242 -1.7667
H24 -0.9622 -1.7364 -2.4252
H25 1.7327 -3.1380 -0.2553
H26 1.6364 -5.2905 0.9664

Computed properties:
Charge: -1
Frontier orbital gap (spin up / spin down) (eV): 6.29 / 6.67
E_tot (Eh): -3844.7296
LUMO level (spin up / spin down) (Eh): 0.0914 / 0.0615
Maximum force (eV/A): 1.36
Multiplicity: 6

These are the Mulliken partial charges, in e, on atoms 1 to 2: atom 1 (Ru): -0.41, atom 2 (S): -0.68



Molecular formula: C34H26FHfN6O3S3
Method: DFT, ωB97M-V with the def2-TZVPD basis set

Element x y z (Å)
Hf1 -2.6103 0.3408 -0.3288
S1 -2.2249 0.3890 -2.9009
C1 -0.6668 -0.3359 -2.7161
C2 0.2967 0.0550 -3.6864
N1 1.2400 0.3776 -4.3102
C3 -0.2411 -1.1856 -1.6772
S2 -1.1977 -1.7062 -0.2992
C4 1.1452 -1.5568 -1.6326
N2 2.3296 -1.6782 -1.6578
S3 -7.1001 -0.2370 0.7165
C5 -6.2784 -1.8279 0.7047
C6 -6.8878 -3.0535 0.8354
C7 -6.2749 -4.2168 0.3050
C8 -5.1018 -4.1734 -0.3972
C9 -4.4727 -2.9260 -0.5381
C10 -5.0607 -1.7629 -0.0792
N3 -4.7519 -0.4832 -0.5100
C11 -5.6741 0.4560 -0.0955
C12 -5.2794 1.8313 -0.2283
C13 -6.2803 2.8610 -0.2065
C14 -5.9390 4.1214 -0.6774
C15 -4.5958 4.4600 -0.9445
C16 -3.5815 3.4923 -0.8985
C17 -3.9749 2.1685 -0.5879
H1 -7.8859 -2.9851 1.2376
H2 -6.8164 -5.1897 0.4607
H3 -4.6236 -5.0821 -0.6673
H4 -3.4671 -2.9133 -0.9667
H5 -7.3062 2.5687 0.0661
H6 -6.6286 4.9591 -0.7297
H7 -4.4116 5.5314 -1.2482
H8 -2.5033 3.6432 -1.1268
F1 3.1621 2.5772 -2.3010
C18 2.8302 1.9070 -1.1491
C19 1.5041 1.8553 -0.8654
C20 1.0992 1.5019 0.4758
C21 -0.2824 1.4992 0.8817
O1 -1.2671 1.7794 0.0357
C22 -0.5930 1.0082 2.1880
C23 0.4450 0.6675 3.0751
N4 1.7583 0.9276 2.7678
C24 2.8355 0.6657 3.6349
C25 3.6058 -0.6715 3.6030
C26 2.7572 -0.3036 4.8049
C27 2.1127 1.1779 1.4171
C28 3.4262 1.0301 1.0129
C29 3.7721 1.0821 -0.3802
N5 4.8060 0.4496 -1.0031
C30 5.5559 -0.5965 -0.2248
C31 5.3800 -2.0337 -0.7747
N6 5.0547 -2.0125 -2.2323
C32 5.6132 -0.8844 -3.0217
C33 4.9559 0.4497 -2.5156
C34 -1.9758 0.4300 2.6248
O2 -2.1859 0.1626 3.8038
O3 -2.8976 0.2308 1.6894
H9 0.7940 2.0840 -1.6441
H10 0.2062 0.1902 4.0311
H11 3.5352 1.5460 3.7698
H12 4.6807 -0.6099 3.8197
H13 3.1282 -1.3309 2.8243
H14 3.3072 -0.0617 5.7382
H15 1.8027 -0.8202 4.9465
H16 4.2184 0.7848 1.7127
H17 5.2302 -0.4572 0.8099
H18 6.5928 -0.2864 -0.2311
H19 4.6248 -2.5526 -0.1214
H20 6.3727 -2.5240 -0.6874
H21 3.9464 -1.9161 -2.2190
H22 5.2498 -2.9513 -2.6161
H23 5.4440 -1.0213 -4.1044
H24 6.7259 -0.9357 -3.0024
H25 3.9801 0.6566 -2.9610
H26 5.5134 1.3647 -2.8273

Computed properties:
Charge: +1
Frontier orbital gap (eV): 6.61
E_tot (Eh): -3207.7621
LUMO level (Eh): -0.1208
Maximum force (eV/A): 3.78

These are the Mulliken partial charges, in e, on atoms 1 to 2: atom 1 (Hf): 0.39, atom 2 (S): -0.37